Formula: C69H108N13O13
Source: the OMol25 dataset
Level of theory: ωB97M-V with the def2-TZVPD basis set

Geometry as ORCA input:
```
! RIJCOSX wB97M-V def2-TZVPD def2/J DEFGRID3
* xyz 3 1
C 1.037 -2.074 3.403
C -0.438 -2.056 3.760
C -1.226 -2.901 2.726
C -2.662 -2.996 3.141
C -2.822 -3.649 4.539
C -2.017 -2.945 5.683
N -0.648 -2.557 5.135
O 0.243 -2.419 5.974
C -1.789 -3.987 6.765
C -2.757 -1.735 6.225
C -0.924 -0.585 3.681
H 1.214 -1.919 2.338
H 1.509 -2.985 3.771
H 1.612 -1.226 3.780
H -0.759 -3.894 2.783
H -1.062 -2.705 1.667
H -3.268 -3.551 2.425
H -3.131 -2.011 3.122
H -2.523 -4.691 4.403
H -3.884 -3.739 4.763
H -2.644 -4.055 7.439
H -1.031 -3.691 7.491
H -1.562 -4.950 6.314
H -3.698 -1.870 6.757
H -2.874 -0.912 5.521
H -2.190 -1.291 7.050
H -2.008 -0.510 3.570
H -0.753 0.013 2.784
H -0.582 0.015 4.524
C 2.128 -5.148 -5.772
N 1.832 -3.753 -5.360
C 2.401 -3.314 -4.222
C 2.114 -2.048 -3.721
C 1.112 -1.290 -4.398
C 0.568 -1.775 -5.564
C 0.908 -3.041 -5.994
C 0.799 0.078 -3.972
C 1.695 0.944 -3.359
C 1.320 2.224 -3.023
N 0.046 2.603 -3.285
C -0.890 1.780 -3.740
C -0.538 0.485 -4.078
C -0.284 4.044 -3.134
H 1.461 -5.432 -6.583
H 2.035 -5.772 -4.888
H 3.115 -5.183 -6.232
H 3.119 -3.903 -3.672
H 2.523 -1.672 -2.792
H -0.122 -1.222 -6.183
H 0.524 -3.377 -6.946
H 2.733 0.637 -3.356
H 2.005 2.965 -2.627
H -1.847 2.220 -3.978
H -1.252 -0.216 -4.489
H 0.588 4.624 -2.844
H -1.087 4.073 -2.393
H -0.643 4.350 -4.115
C 9.782 9.599 -0.835
N 9.148 8.366 -0.361
C 9.857 7.431 0.322
C 9.236 6.310 0.865
C 7.879 6.056 0.637
C 7.186 7.037 -0.097
C 7.821 8.175 -0.482
C 7.228 4.830 1.157
C 5.840 4.705 1.209
C 5.283 3.526 1.654
N 6.062 2.484 1.970
C 7.409 2.530 1.889
C 7.990 3.729 1.551
C 5.401 1.177 2.271
H 10.849 9.423 -0.729
H 9.455 10.367 -0.137
H 9.476 9.707 -1.873
H 10.913 7.632 0.426
H 9.875 5.695 1.481
H 6.114 7.004 -0.245
H 7.317 8.951 -1.043
H 5.135 5.500 1.009
H 4.235 3.327 1.816
H 7.988 1.711 2.289
H 9.061 3.718 1.410
H 5.709 0.761 3.232
H 5.656 0.365 1.591
H 4.339 1.399 2.316
C 1.129 1.692 1.811
C 1.467 0.637 0.773
N 0.367 -0.085 0.151
C 0.530 -1.326 -0.407
C -0.685 -1.629 -0.944
N -1.559 -0.570 -0.824
C -0.850 0.367 -0.126
C -2.866 -0.443 -1.447
H 1.869 2.453 2.050
H 0.937 1.227 2.778
H 0.230 2.231 1.512
H 2.272 -0.050 1.047
H 2.073 1.152 0.017
H 1.499 -1.786 -0.286
H -0.977 -2.453 -1.585
H -1.241 1.362 0.048
H -3.276 -1.404 -1.749
H -2.853 0.227 -2.305
H -3.579 -0.073 -0.711
C 0.291 -5.754 -0.176
C 1.574 -5.199 0.516
N 2.775 -5.949 0.268
C 3.097 -6.602 -0.885
C 4.256 -7.296 -0.691
N 4.594 -7.116 0.637
C 3.656 -6.330 1.220
C 5.782 -7.643 1.290
H 0.460 -5.855 -1.249
H -0.603 -5.189 0.077
H 0.080 -6.803 0.048
H 1.445 -5.144 1.599
H 1.743 -4.149 0.271
H 2.626 -6.414 -1.836
H 4.886 -7.821 -1.389
H 3.561 -6.047 2.255
H 5.550 -8.024 2.283
H 6.506 -6.831 1.314
H 6.206 -8.484 0.746
C -6.424 2.929 -6.055
C -5.584 2.410 -4.873
N -5.211 0.993 -4.958
C -4.211 0.397 -5.699
C -4.065 -0.886 -5.317
N -5.129 -1.174 -4.496
C -5.749 -0.026 -4.247
C -5.378 -2.484 -3.944
H -7.013 3.822 -5.866
H -7.065 2.128 -6.425
H -5.764 3.126 -6.903
H -6.093 2.571 -3.923
H -4.631 2.936 -4.810
H -3.636 1.075 -6.311
H -3.387 -1.670 -5.617
H -6.531 0.054 -3.506
H -5.592 -3.154 -4.779
H -6.264 -2.623 -3.325
H -4.502 -2.859 -3.420
C -3.523 2.250 2.812
C -4.896 1.826 2.247
N -5.758 1.410 3.357
C -5.813 0.194 3.980
C -6.866 0.149 4.818
N -7.467 1.376 4.725
C -6.756 2.173 3.885
C -8.614 1.850 5.448
H -3.565 3.099 3.490
H -2.952 2.501 1.915
H -2.967 1.440 3.284
H -4.908 0.985 1.552
H -5.354 2.644 1.694
H -5.206 -0.634 3.646
H -7.334 -0.646 5.373
H -6.979 3.208 3.684
H -8.352 2.448 6.322
H -9.261 1.008 5.680
H -9.151 2.570 4.831
C 5.058 -3.224 -0.315
C 4.213 -2.023 0.146
O 3.606 -2.224 1.219
O 4.297 -0.943 -0.485
H 5.703 -2.979 -1.157
H 4.320 -3.946 -0.679
H 5.530 -3.637 0.574
C -4.315 4.838 -0.862
C -4.059 3.349 -0.994
O -4.964 2.490 -1.166
O -2.873 2.963 -0.836
H -3.605 5.279 -0.162
H -5.322 5.020 -0.491
H -4.080 5.292 -1.826
C -1.755 -5.120 -5.171
C -1.401 -4.255 -3.970
O -0.506 -4.693 -3.192
O -1.892 -3.108 -3.830
H -1.482 -4.622 -6.100
H -2.847 -5.173 -5.139
H -1.446 -6.149 -4.999
C -4.014 -3.528 -0.483
C -5.216 -2.697 -0.040
O -5.074 -1.983 0.988
O -6.182 -2.721 -0.821
H -3.873 -3.537 -1.562
H -4.104 -4.558 -0.124
H -3.088 -3.247 0.030
C -1.060 4.690 2.872
C -0.163 4.164 4.010
O -0.336 3.004 4.448
O 0.885 4.804 4.267
H -1.195 4.113 1.957
H -0.901 5.755 2.709
H -2.079 4.667 3.274
C 1.181 4.762 0.200
C 2.501 5.002 -0.487
O 2.708 6.077 -1.076
O 3.331 4.035 -0.539
H 0.414 4.358 -0.460
H 0.884 5.704 0.668
H 1.220 4.191 1.126
*
```

Computed properties:
M = 1327.70 u
E_LUMO = -0.2890 Eh
Kohn-Sham gap = 2.48 eV
Energy = -119264.0230 eV

These are the Löwdin partial charges, in e, on atoms 1 to 99:
1 C -0.0148
2 C -0.4076
3 C -0.1149
4 C -0.1730
5 C -0.0880
6 C -0.4163
7 N 0.0534
8 O 0.2297
9 C -0.0150
10 C 0.0014
11 C 0.0085
12 H 0.0668
13 H 0.0948
14 H 0.1018
15 H 0.1212
16 H 0.1116
17 H 0.1115
18 H 0.0904
19 H 0.1178
20 H 0.1366
21 H 0.1096
22 H 0.0920
23 H 0.0948
24 H 0.1090
25 H 0.0746
26 H 0.1068
27 H 0.0545
28 H 0.0812
29 H 0.1139
30 C 0.0483
31 N -0.0604
32 C 0.0111
33 C 0.0855
34 C -0.1147
35 C 0.0423
36 C -0.0026
37 C -0.1289
38 C 0.0588
39 C 0.0516
40 N -0.0546
41 C 0.0031
42 C 0.0451
43 C 0.0534
44 H 0.1062
45 H 0.1026
46 H 0.1104
47 H 0.1447
48 H 0.1151
49 H 0.1393
50 H 0.1522
51 H 0.1407
52 H 0.1411
53 H 0.1461
54 H 0.1074
55 H 0.1025
56 H 0.0921
57 H 0.1115
58 C 0.0513
59 N -0.0941
60 C 0.0349
61 C 0.0477
62 C -0.0894
63 C 0.0697
64 C 0.0102
65 C -0.1046
66 C 0.0786
67 C 0.0396
68 N -0.0501
69 C 0.0176
70 C 0.0313
71 C 0.0573
72 H 0.1050
73 H 0.1235
74 H 0.1181
75 H 0.1475
76 H 0.1270
77 H 0.1403
78 H 0.1590
79 H 0.1339
80 H 0.1358
81 H 0.1527
82 H 0.1228
83 H 0.1105
84 H 0.1022
85 H 0.0910
86 C -0.0566
87 C -0.1661
88 N -0.0256
89 C -0.0226
90 C -0.0290
91 N -0.0162
92 C 0.0044
93 C 0.0234
94 H 0.0739
95 H 0.0557
96 H 0.0638
97 H 0.0933
98 H 0.1191
99 H 0.1069